1.
The following is a quantum chemistry calculation of a 2-piece molecular cluster, C4H10S2 overall, from OMol25.

The value obtained for the HOMO energy is -9.0 eV. As for the structure (SMILES): C=CC.CSS. The calculation puts the LUMO energy at 0.277 eV. The gap between HOMO and LUMO comes out at 9.295 eV.

The geometry in XYZ format:
```
16
Properties=species:S:1:pos:R:3:nbo_charge:R:1
C -0.875 0.678 1.305 -0.40
C -1.865 -0.262 1.096 -0.18
C -1.519 -1.718 1.290 -0.68
H -1.055 1.669 0.986 0.19
H -0.011 0.507 1.910 0.20
H -2.886 0.029 0.916 0.21
H -0.982 -2.103 2.289 0.23
H -2.306 -2.491 1.104 0.22
H -0.660 -2.111 0.504 0.22
C 1.400 1.736 -1.370 -0.73
S 0.940 0.237 -2.339 0.08
S 2.171 -1.382 -1.540 -0.14
H 1.162 1.837 -0.359 0.22
H 0.893 2.601 -1.954 0.23
H 2.474 1.769 -1.443 0.22
H 3.119 -0.995 -2.394 0.13
```

2.
The following is a quantum chemistry calculation of one molecule with the formula C4H10S2, from OMol25.

The value obtained for the HOMO energy is -8.4 eV. As for the structure (SMILES): CCSSCC. The calculation puts the LUMO energy at 0.817 eV. The gap between HOMO and LUMO comes out at 9.241 eV.

The geometry in XYZ format:
```
16
Properties=species:S:1:pos:R:3:nbo_charge:R:1
C -1.623 -2.572 0.811 -0.63
C -0.618 -1.810 -0.027 -0.52
S -0.846 -0.023 0.374 0.07
S 1.028 0.618 0.798 0.08
C 1.660 1.686 -0.532 -0.55
C 0.679 1.975 -1.666 -0.63
H -1.595 -3.641 0.571 0.21
H -2.656 -2.270 0.633 0.21
H -1.369 -2.511 1.868 0.22
H -0.812 -1.878 -1.094 0.21
H 0.406 -2.128 0.163 0.23
H 1.976 2.685 -0.212 0.22
H 2.601 1.248 -0.876 0.21
H 1.205 2.179 -2.595 0.22
H -0.129 2.638 -1.366 0.22
H 0.063 1.091 -1.878 0.22
```

Name the least stable of them. 1.

1.
The following is a quantum chemistry calculation of a 15-piece molecular cluster, H30O15 overall, from OMol25.

The value obtained for the HOMO energy is -10.1 eV. The calculation puts the LUMO energy at -0.299 eV. The gap between HOMO and LUMO comes out at 9.767 eV.

The geometry in XYZ format:
```
45
Properties=species:S:1:pos:R:3:nbo_charge:R:1
O 3.242 -0.273 3.837 -0.99
H 2.311 -0.266 3.616 0.50
H 3.262 -0.307 4.794 0.48
O -2.153 3.548 2.477 -0.94
H -1.496 4.175 2.173 0.49
H -2.991 3.952 2.254 0.48
O 0.536 -0.351 3.565 -1.00
H -0.145 0.284 3.343 0.50
H 0.067 -1.178 3.672 0.50
O -0.281 0.748 -0.174 -0.98
H 0.446 1.215 0.238 0.48
H -0.785 1.432 -0.615 0.50
O -2.606 2.346 -0.978 -0.98
H -3.145 1.572 -0.816 0.50
H -3.236 3.045 -1.154 0.47
O -4.642 0.684 -0.615 -0.95
H -5.551 0.983 -0.639 0.49
H -4.704 -0.265 -0.507 0.49
O -1.674 -1.896 -2.985 -0.93
H -2.446 -1.905 -2.420 0.46
H -1.269 -1.043 -2.826 0.47
O -0.620 0.623 -6.097 -0.94
H 0.043 0.855 -6.748 0.46
H -0.147 0.613 -5.265 0.48
O 1.137 -1.829 0.036 -0.96
H 0.679 -0.992 0.109 0.50
H 1.240 -2.126 0.941 0.46
O -2.417 0.929 2.847 -0.98
H -2.294 1.855 2.638 0.49
H -2.522 0.503 1.997 0.47
O 3.461 1.019 1.081 -0.96
H 3.221 1.910 1.334 0.47
H 3.441 0.523 1.899 0.50
O 1.173 -3.299 -2.421 -0.97
H 1.269 -2.886 -1.563 0.49
H 0.748 -2.633 -2.961 0.47
O -0.559 -2.887 3.725 -0.95
H -0.076 -3.151 2.942 0.48
H -1.010 -3.682 4.008 0.49
O 1.630 -0.493 -4.074 -0.96
H 1.699 -0.948 -4.913 0.47
H 2.274 -0.926 -3.513 0.49
O 4.937 0.347 -1.097 -0.97
H 4.468 0.573 -0.294 0.49
H 5.485 -0.399 -0.853 0.46
```

2.
The following is a quantum chemistry calculation of a 15-piece molecular cluster, H30O15 overall, from OMol25.

The value obtained for the HOMO energy is -11.1 eV. The calculation puts the LUMO energy at -0.215 eV. The gap between HOMO and LUMO comes out at 10.871 eV.

The geometry in XYZ format:
```
45
Properties=species:S:1:pos:R:3:nbo_charge:R:1
O -3.007 -3.177 -1.174 -0.97
H -2.992 -3.527 -0.284 0.48
H -2.169 -2.759 -1.400 0.49
O 2.376 2.712 1.363 -0.97
H 2.606 3.642 1.290 0.49
H 1.426 2.665 1.513 0.49
O 0.547 -1.628 2.947 -0.93
H -0.207 -1.028 2.894 0.49
H 1.328 -1.082 3.000 0.45
O 0.460 -2.619 -1.508 -0.97
H 1.124 -1.994 -1.802 0.47
H 0.388 -2.468 -0.564 0.49
O -1.406 -0.080 -0.701 -1.04
H -2.337 -0.063 -0.985 0.50
H -0.980 0.674 -0.301 0.49
O -1.355 -1.071 -3.446 -0.99
H -0.969 -0.883 -2.583 0.51
H -1.050 -1.899 -3.818 0.48
O 2.858 1.110 3.547 -0.96
H 2.437 0.337 3.194 0.45
H 2.757 1.918 3.026 0.49
O -1.267 2.700 1.933 -0.97
H -2.045 3.181 1.616 0.50
H -0.968 3.282 2.636 0.47
O -3.721 -0.493 -1.778 -0.96
H -4.090 -1.118 -1.145 0.50
H -3.139 -0.998 -2.366 0.51
O 1.478 2.446 -1.796 -0.94
H 1.840 1.938 -2.528 0.47
H 1.693 1.916 -1.023 0.47
O 2.685 -2.247 -0.211 -0.95
H 3.314 -2.412 -0.920 0.47
H 3.248 -2.235 0.574 0.48
O -2.609 0.263 2.648 -0.98
H -2.222 1.098 2.911 0.49
H -2.518 0.113 1.707 0.48
O -3.547 2.395 0.098 -0.97
H -4.394 2.035 0.360 0.48
H -3.241 1.880 -0.650 0.49
O 4.798 0.210 1.454 -0.93
H 4.430 1.100 1.556 0.47
H 4.366 0.078 0.606 0.45
O 1.639 -0.601 -3.193 -0.96
H 1.847 -1.522 -3.370 0.47
H 1.270 -0.212 -3.984 0.49
```

3.
The following is a quantum chemistry calculation of a 15-piece molecular cluster, H30O15 overall, from OMol25.

The value obtained for the HOMO energy is -9.1 eV. The calculation puts the LUMO energy at -0.627 eV. The gap between HOMO and LUMO comes out at 8.491 eV.

The geometry in XYZ format:
```
45
Properties=species:S:1:pos:R:3:nbo_charge:R:1
H -0.745 -0.669 0.049 0.48
H 0.305 0.382 -0.536 0.49
H 2.975 -1.577 3.150 0.47
H 2.463 -2.597 4.187 0.47
H -4.509 2.343 2.682 0.50
H -2.984 1.871 2.916 0.48
H 3.727 -0.511 0.088 0.46
H 4.889 -0.950 0.870 0.46
H -4.192 1.575 0.834 0.50
H -4.450 2.680 -0.224 0.44
H -4.946 -1.842 -2.948 0.47
H -3.829 -2.441 -2.131 0.46
H -3.104 0.508 -3.610 0.48
H -3.242 1.479 -2.341 0.47
H 4.879 3.061 -0.669 0.47
H 4.137 2.354 -1.770 0.47
H 1.965 -3.324 0.172 0.48
H 0.613 -3.347 -0.467 0.45
H -3.170 -0.568 -0.001 0.47
H -2.946 -0.182 1.352 0.49
H 0.092 0.930 3.920 0.47
H 0.388 0.415 2.525 0.47
H -1.373 -3.297 -0.143 0.47
H -2.712 -3.876 0.307 0.47
H 3.288 -1.287 -2.484 0.45
H 4.666 -0.856 -2.534 0.47
H 2.271 0.349 -1.216 0.48
H 1.653 -0.048 -2.661 0.48
H 2.951 5.194 0.124 0.47
H 2.267 3.858 0.264 0.47
O 0.163 -0.535 -0.213 -0.99
O 2.295 -2.223 3.318 -0.94
O -3.880 1.634 2.445 -0.96
O 4.065 -1.260 0.587 -0.92
O -4.533 2.407 0.723 -0.98
O -3.990 -1.820 -2.892 -0.94
O -3.698 1.140 -3.086 -0.95
O 4.655 3.116 -1.602 -0.93
O 1.156 -3.810 0.093 -0.93
O -3.341 0.183 0.524 -0.94
O -0.310 0.667 3.075 -0.95
O -2.113 -3.173 0.475 -0.94
O 4.099 -1.295 -1.907 -0.92
O 1.681 0.629 -1.929 -0.95
O 2.422 4.715 0.683 -0.93
```

4.
The following is a quantum chemistry calculation of a 14-piece molecular cluster, H30O15 overall, from OMol25.

The value obtained for the HOMO energy is -8.4 eV. The calculation puts the LUMO energy at -1.160 eV. The gap between HOMO and LUMO comes out at 7.272 eV.

The geometry in XYZ format:
```
45
Properties=species:S:1:pos:R:3:nbo_charge:R:1
H -1.047 0.993 -0.402 0.45
H -0.862 -0.272 0.440 0.46
H -3.102 -0.214 -1.444 0.47
H -2.167 -1.390 -1.171 0.46
H 1.258 -4.400 2.474 0.47
H 0.006 -4.488 1.670 0.45
H 2.016 -2.874 -1.635 0.49
H 1.053 -3.674 -0.664 0.47
H 2.874 -1.948 4.064 0.45
H 2.080 -1.114 3.176 0.45
H -0.372 -0.854 3.806 0.46
H 0.077 0.500 3.316 0.45
H 0.670 1.133 -1.846 0.40
H 1.701 2.173 -1.620 0.45
H -0.142 -1.938 -0.757 0.46
H 0.397 -1.674 0.558 0.45
H 2.198 2.777 2.128 0.47
H 2.465 2.653 3.603 0.46
H 0.951 3.550 -0.122 0.47
H 1.063 2.048 0.479 0.49
H -5.095 0.109 -1.586 0.44
H -4.334 -0.976 -2.158 0.47
H -1.243 1.607 3.317 0.48
H -2.378 1.673 2.148 0.47
H -1.282 1.709 -2.431 0.44
H -2.382 2.775 -2.503 0.48
H 3.374 0.070 -2.222 0.46
H 3.132 -0.425 -0.845 0.45
H -0.142 0.775 -5.662 0.46
H -0.681 0.691 -4.311 0.46
O -0.680 0.626 0.431 -0.95
O -2.560 -0.918 -1.924 -0.92
O 0.845 -4.964 1.847 -0.92
O 1.688 -2.987 -0.709 -0.95
O 2.664 -1.000 3.879 -0.91
O 0.161 -0.061 3.991 -0.91
O 1.671 1.234 -1.754 -0.88
O 0.312 -1.280 -0.241 -0.89
O 1.876 3.034 2.925 -0.93
O 0.855 2.949 0.687 -0.95
O -5.127 -0.459 -2.315 -0.92
O -2.184 1.852 3.057 -0.95
O -1.701 2.331 -3.034 -0.93
O 2.975 0.322 -1.400 -0.87
O -0.881 0.329 -5.243 -0.92
```

Name the least stable of them. 4.

1.
The following is a quantum chemistry calculation of a 15-piece molecular cluster, H30O15 overall, from OMol25.

The value obtained for the HOMO energy is -10.1 eV. The calculation puts the LUMO energy at -0.362 eV. The gap between HOMO and LUMO comes out at 9.779 eV.

The geometry in XYZ format:
```
45
Properties=species:S:1:pos:R:3:nbo_charge:R:1
O 7.877 14.543 -2.912 -0.97
H 8.747 14.676 -2.588 0.48
H 7.491 13.875 -2.288 0.50
O 5.401 15.942 -2.436 -0.95
H 5.547 16.840 -2.773 0.47
H 6.005 15.349 -2.873 0.48
O 6.452 15.266 -5.264 -0.98
H 7.384 15.168 -5.337 0.47
H 6.222 14.815 -6.051 0.50
O 5.661 12.003 -5.253 -0.99
H 5.148 12.574 -4.645 0.52
H 4.981 11.389 -5.472 0.47
O 3.115 14.828 -7.854 -0.95
H 3.937 15.288 -7.821 0.48
H 2.468 15.541 -7.748 0.47
O 3.629 16.709 -4.705 -0.94
H 3.696 17.142 -5.573 0.48
H 4.340 17.103 -4.193 0.47
O 5.806 13.576 -7.345 -1.00
H 5.322 12.839 -6.887 0.51
H 5.698 13.411 -8.320 0.49
O 8.582 13.232 -7.489 -0.95
H 8.664 13.157 -6.530 0.48
H 7.815 12.655 -7.610 0.46
O 10.074 14.478 -5.126 -0.94
H 10.703 15.089 -4.751 0.46
H 10.326 13.701 -4.574 0.48
O 7.486 15.732 -8.386 -0.91
H 7.692 15.357 -7.510 0.47
H 6.888 15.100 -8.643 0.44
O 9.039 17.116 -5.967 -0.95
H 9.790 16.981 -6.552 0.48
H 9.345 16.787 -5.116 0.47
O 3.915 13.846 -4.107 -0.98
H 3.292 13.697 -4.843 0.48
H 4.344 14.713 -4.199 0.52
O 8.181 17.464 -2.919 -0.96
H 7.806 16.567 -3.095 0.48
H 8.305 17.505 -1.994 0.47
O 8.271 12.314 -4.677 -0.99
H 7.475 12.104 -5.114 0.49
H 8.246 13.228 -4.402 0.48
O 6.412 18.088 -6.314 -0.97
H 6.320 17.301 -5.749 0.47
H 7.354 18.134 -6.440 0.49
```

2.
The following is a quantum chemistry calculation of a 15-piece molecular cluster, H30O15 overall, from OMol25.

The value obtained for the HOMO energy is -10.6 eV. The calculation puts the LUMO energy at -0.712 eV. The gap between HOMO and LUMO comes out at 9.937 eV.

The geometry in XYZ format:
```
45
Properties=species:S:1:pos:R:3:nbo_charge:R:1
O 21.477 -18.650 8.518 -1.00
H 20.661 -19.140 8.574 0.49
H 21.669 -18.564 7.592 0.51
O 20.859 -16.097 6.199 -0.95
H 21.443 -15.815 6.926 0.48
H 20.201 -16.617 6.646 0.48
O 21.686 -18.721 5.745 -0.99
H 22.651 -18.894 5.856 0.50
H 21.728 -17.810 5.480 0.49
O 26.117 -14.879 7.538 -0.97
H 26.029 -13.892 7.609 0.49
H 26.986 -15.128 7.924 0.51
O 23.044 -13.652 7.209 -0.96
H 22.063 -13.610 7.279 0.50
H 23.335 -13.015 6.543 0.52
O 23.785 -17.765 9.628 -0.99
H 23.752 -17.427 10.533 0.49
H 22.860 -18.016 9.426 0.53
O 23.472 -16.468 7.319 -1.00
H 23.612 -15.530 7.342 0.49
H 23.912 -16.849 8.087 0.51
O 24.195 -19.604 6.590 -0.97
H 24.807 -18.961 6.946 0.50
H 24.553 -19.766 5.681 0.48
O 26.055 -17.872 7.700 -0.94
H 26.071 -17.955 8.650 0.48
H 26.041 -16.912 7.579 0.47
O 24.982 -16.658 5.209 -0.99
H 24.445 -16.840 5.986 0.48
H 25.245 -15.726 5.245 0.46
O 25.314 -13.793 5.027 -0.94
H 25.704 -14.051 5.867 0.46
H 26.037 -13.776 4.426 0.48
O 22.642 -15.306 4.145 -0.92
H 21.931 -14.795 4.438 0.45
H 23.124 -15.499 4.967 0.47
O 25.317 -14.469 10.135 -0.93
H 25.933 -15.244 10.240 0.45
H 25.319 -14.322 9.179 0.46
O 22.926 -12.444 9.420 -0.96
H 21.996 -12.752 9.632 0.45
H 23.046 -12.955 8.580 0.46
O 25.073 -20.057 9.718 -0.96
H 25.586 -19.921 10.561 0.45
H 24.499 -19.268 9.685 0.48
```

Name the least stable of them. 2.